Record 1
The following is a DFT calculation (ωB97M-V/def2-TZVPD) of a structure of composition C48H56HfN6O6SbSe at a distorted geometry.

## Properties
energy relative to the best compared isomer or geometry (same formula, charge and spin) = 174.73 kJ/mol
E_LUMO = -3.537 eV
net charge = +1
Kohn-Sham gap = 0.2020 Ha
HOMO energy = -0.332 Ha
electronic energy = -5332.1832 hartree

Last column: Löwdin charge in e.
Geometry (Å):
Hf (-1.409, 0.658, 2.133)  1.6033
C (4.721, -3.206, 2.343)  -0.0375
C (3.294, -2.740, 2.370)  -0.2584
C (2.242, -3.578, 2.046)  0.0133
C (0.933, -3.104, 1.907)  -0.1150
C (-0.170, -4.082, 1.770)  0.0524
N (-0.886, -4.383, 0.749)  0.1359
C (-0.686, -4.008, -0.684)  -0.0997
C (-1.341, -2.685, -1.017)  -0.2026
C (-2.880, -2.636, -1.245)  -0.1873
N (-3.561, -1.559, -0.556)  -0.0650
C (-3.304, -0.201, -0.943)  -0.4544
C (-4.136, 0.794, -0.155)  -0.1934
C (-4.897, 1.796, -0.728)  0.0372
C (-5.519, 2.790, 0.042)  -0.2471
C (-6.324, 3.875, -0.620)  -0.0468
C (-5.302, 2.798, 1.412)  0.0113
C (-4.498, 1.827, 2.019)  -0.1407
C (-3.965, 2.066, 3.370)  -0.0385
N (-2.826, 1.628, 3.751)  -0.0682
C (-2.236, 2.080, 5.009)  -0.1826
C (-0.921, 2.827, 4.734)  -0.1566
C (0.330, 1.955, 4.738)  -0.1805
N (0.280, 0.809, 3.799)  -0.0533
C (1.407, 0.289, 3.490)  -0.0742
C (1.654, -0.961, 2.739)  -0.0969
C (2.954, -1.444, 2.764)  0.0276
C (0.619, -1.749, 2.151)  -0.3152
O (-0.555, -1.277, 1.926)  -0.2208
C (-4.000, 0.788, 1.234)  -0.3417
O (-3.220, -0.176, 1.773)  -0.2818
H (4.782, -4.269, 2.112)  0.0791
H (5.218, -3.038, 3.299)  0.0854
H (5.287, -2.670, 1.578)  0.0890
H (2.445, -4.629, 1.860)  0.1306
H (-0.437, -4.646, 2.664)  0.1453
H (-1.645, -5.035, 0.918)  0.1681
H (-1.053, -4.866, -1.249)  0.1351
H (0.390, -3.935, -0.821)  0.1111
H (-0.804, -2.277, -1.872)  0.0910
H (-1.107, -2.022, -0.189)  0.0192
H (-3.357, -3.562, -0.904)  0.1117
H (-3.083, -2.561, -2.316)  0.1195
H (-3.542, -1.655, 0.448)  0.0915
H (-3.434, -0.076, -2.016)  0.1003
H (-4.989, 1.834, -1.808)  0.1301
H (-6.808, 3.513, -1.526)  0.0789
H (-5.688, 4.717, -0.902)  0.0871
H (-7.098, 4.255, 0.047)  0.0782
H (-5.711, 3.603, 2.014)  0.1238
H (-4.534, 2.731, 4.025)  0.1423
H (-2.035, 1.193, 5.615)  0.1117
H (-2.945, 2.711, 5.551)  0.1195
H (-0.777, 3.593, 5.498)  0.1221
H (-1.011, 3.353, 3.780)  0.1047
H (0.458, 1.532, 5.738)  0.1281
H (1.211, 2.562, 4.517)  0.1259
H (2.328, 0.732, 3.880)  0.1403
H (3.735, -0.796, 3.152)  0.1325
O (-0.341, 3.681, 0.149)  0.1614
N (-0.614, 2.848, 0.931)  -0.5464
O (0.231, 2.043, 1.513)  -0.1788
O (-1.802, 2.704, 1.477)  -0.1652
C (-3.343, -3.304, 3.979)  -0.0124
N (-2.096, -3.133, 4.709)  -0.1768
C (-1.616, -4.224, 5.534)  -0.0454
C (-1.501, -1.928, 4.719)  -0.2918
O (-1.950, -0.957, 4.130)  -0.0676
H (-4.195, -3.334, 4.661)  0.1037
H (-3.315, -4.249, 3.431)  0.0852
H (-3.467, -2.471, 3.292)  0.0817
H (-2.266, -4.387, 6.396)  0.0984
H (-0.611, -4.004, 5.890)  0.0909
H (-1.590, -5.148, 4.953)  0.0833
H (-0.564, -1.896, 5.296)  0.1515
Se (-1.331, 0.466, -0.613)  0.6789
C (3.633, 3.676, -4.366)  -0.0565
C (4.385, 2.956, -3.279)  -0.3045
C (5.764, 3.149, -3.189)  -0.0558
C (6.529, 2.522, -2.219)  -0.0858
C (5.911, 1.685, -1.304)  -0.0960
C (4.542, 1.490, -1.385)  -0.1696
C (3.754, 2.102, -2.365)  -0.3210
Sb (1.709, 1.402, -2.092)  1.5099
C (0.527, 2.120, -3.728)  -0.3682
C (0.405, 3.507, -3.795)  -0.1643
C (-0.436, 4.127, -4.706)  -0.0844
C (-1.190, 3.347, -5.568)  -0.0803
C (-1.108, 1.966, -5.486)  -0.0520
C (-0.271, 1.332, -4.570)  -0.3010
C (-0.286, -0.173, -4.506)  -0.0513
C (2.399, -0.545, -2.703)  -0.3428
C (2.301, -1.547, -1.737)  -0.1526
C (2.915, -2.783, -1.919)  -0.1117
C (3.612, -3.045, -3.087)  -0.0837
C (3.695, -2.065, -4.061)  -0.0449
C (3.109, -0.816, -3.884)  -0.2948
C (3.261, 0.208, -4.976)  -0.0483
H (4.312, 4.005, -5.152)  0.0816
H (3.131, 4.565, -3.977)  0.0811
H (2.869, 3.046, -4.816)  0.0525
H (6.247, 3.799, -3.909)  0.1098
H (7.598, 2.687, -2.180)  0.1022
H (6.491, 1.185, -0.538)  0.0975
H (4.074, 0.824, -0.663)  0.0742
H (0.970, 4.130, -3.110)  0.0913
H (-0.506, 5.207, -4.737)  0.1040
H (-1.853, 3.809, -6.288)  0.1030
H (-1.715, 1.357, -6.148)  0.1073
H (-1.058, -0.570, -5.166)  0.0792
H (-0.491, -0.517, -3.490)  0.0391
H (0.668, -0.609, -4.804)  0.0668
H (1.755, -1.344, -0.818)  0.0729
H (2.876, -3.537, -1.147)  0.0810
H (4.090, -4.004, -3.240)  0.1027
H (4.236, -2.267, -4.979)  0.1149
H (3.318, -0.275, -5.952)  0.0895
H (4.176, 0.787, -4.833)  0.0875
H (2.429, 0.912, -4.992)  0.0459

---

Record 2
The following is a DFT calculation (ωB97M-V/def2-TZVPD) of a structure of composition C21H19B3F12HgNO25P2 at a distorted geometry.

## Properties
E_LUMO (spin up / spin down) = 1.931 / -1.995 eV
<S²> = 0.759
net charge = -2
Kohn-Sham gap (spin up / spin down) = 0.2675 / 0.1232 Ha
HOMO energy (spin up / spin down) = -0.197 / -0.197 Ha
multiplicity = 2
electronic energy = -4857.3927 hartree

Last column: Löwdin charge in e.
Geometry (Å):
Hg (-25.655, -18.901, -29.621)  1.3643
O (-26.623, -17.150, -30.786)  0.0346
C (-26.670, -16.004, -31.236)  -0.3514
O (-25.706, -15.457, -31.843)  0.2984
B (-26.110, -14.241, -32.503)  -0.8440
O (-27.509, -14.073, -32.063)  0.2617
C (-27.821, -15.057, -31.243)  -0.3539
O (-28.853, -15.191, -30.586)  0.1221
O (-25.796, -14.310, -33.929)  0.2210
C (-24.924, -13.291, -34.199)  -0.3049
O (-24.460, -12.951, -35.293)  0.1250
C (-24.556, -12.570, -32.896)  -0.4345
O (-25.346, -13.029, -32.024)  0.2476
O (-23.707, -11.695, -32.828)  0.1416
O (-23.444, -17.048, -37.863)  0.0922
C (-23.281, -16.913, -36.629)  -0.3338
O (-23.195, -17.839, -35.704)  0.2251
B (-23.004, -17.172, -34.370)  -0.8138
O (-22.854, -15.760, -34.669)  0.2676
C (-22.850, -15.563, -35.926)  -0.3618
O (-22.642, -14.501, -36.563)  0.1072
O (-24.113, -17.380, -33.376)  0.2787
C (-23.667, -18.047, -32.305)  -0.2896
O (-24.234, -18.328, -31.309)  0.1055
C (-22.153, -18.330, -32.589)  -0.1629
O (-21.827, -17.722, -33.717)  0.3124
O (-21.395, -19.077, -31.937)  0.3878
O (-21.394, -17.190, -29.871)  0.1195
C (-21.931, -16.093, -29.538)  -0.2602
O (-21.302, -14.936, -29.322)  0.2354
B (-22.337, -13.907, -28.933)  -0.8506
O (-23.581, -14.681, -28.699)  0.2269
C (-23.381, -16.009, -28.916)  -0.3036
O (-24.201, -16.880, -28.827)  0.0950
O (-22.519, -12.830, -29.917)  0.2292
C (-22.503, -11.644, -29.348)  -0.3588
O (-22.826, -10.578, -29.906)  0.1135
C (-22.152, -11.858, -27.901)  -0.3697
O (-22.005, -13.166, -27.731)  0.2374
O (-22.112, -10.914, -27.124)  0.1217
P (-21.804, -20.585, -28.038)  0.2241
F (-21.154, -20.886, -29.523)  -0.2071
F (-22.924, -19.717, -28.787)  -0.1788
F (-22.707, -21.893, -28.097)  -0.1416
F (-22.324, -20.315, -26.494)  -0.1751
F (-20.482, -21.438, -27.480)  -0.2194
F (-20.696, -19.351, -28.105)  -0.2014
P (-25.415, -21.723, -31.015)  0.3376
F (-26.865, -22.497, -31.109)  -0.1390
F (-24.934, -22.335, -32.526)  -0.1809
F (-25.993, -20.269, -31.524)  -0.2149
F (-24.064, -20.858, -30.900)  -0.1866
F (-25.720, -21.049, -29.545)  -0.2493
F (-24.524, -22.883, -30.233)  -0.1531
C (-27.604, -18.901, -25.335)  -0.0024
C (-26.900, -19.569, -26.585)  -0.4664
C (-27.300, -21.147, -26.623)  -0.0908
C (-28.750, -21.608, -27.008)  -0.1557
C (-28.994, -20.912, -28.339)  -0.1938
C (-28.914, -19.404, -28.390)  -0.4058
N (-27.446, -19.037, -27.873)  -0.1168
O (-27.294, -17.673, -28.092)  -0.0627
C (-28.965, -19.094, -29.894)  -0.0506
C (-30.166, -18.784, -27.695)  -0.0173
C (-25.425, -19.401, -26.453)  -0.0400
H (-28.664, -18.832, -25.582)  0.0569
H (-27.240, -17.879, -25.224)  0.0772
H (-27.234, -19.474, -24.485)  0.0916
H (-26.607, -21.772, -27.188)  0.1142
H (-27.265, -21.504, -25.594)  0.1013
H (-29.491, -21.296, -26.273)  0.0994
H (-28.846, -22.674, -27.213)  0.1147
H (-29.970, -21.224, -28.713)  0.1200
H (-28.292, -21.352, -29.047)  0.1074
H (-28.071, -19.251, -30.497)  0.0532
H (-29.720, -19.662, -30.438)  0.0894
H (-29.478, -18.229, -30.313)  0.0873
H (-30.216, -19.128, -26.662)  0.0559
H (-30.271, -17.699, -27.721)  0.0868
H (-31.101, -19.124, -28.141)  0.0897
H (-24.769, -19.688, -27.275)  0.0529
H (-25.128, -20.146, -25.715)  0.1031
H (-25.231, -18.404, -26.058)  0.0994
H (-27.752, -17.161, -27.421)  0.1094

---

Record 3
The following is a DFT calculation (ωB97M-V/def2-TZVPD) of a structure of composition C44H55BiN5O8P2S2 at a distorted geometry.

## Properties
energy relative to the best compared isomer or geometry (same formula, charge and spin) = 0.00 kJ/mol
E_LUMO = -2.081 eV
net charge = +1
Kohn-Sham gap = 0.2922 Ha
HOMO energy = -0.369 Ha
electronic energy = -4278.8549 hartree

Last column: Löwdin charge in e.
Geometry (Å):
Bi (-1.310, -0.031, -0.401)  1.7355
C (-4.271, -4.688, 1.010)  -0.0313
C (-3.052, -5.341, 1.627)  -0.4127
C (-3.290, -6.489, 2.589)  -0.0376
O (-2.299, -4.377, 2.452)  -0.2095
P (-1.329, -3.195, 2.003)  0.4800
O (-1.648, -2.739, 0.610)  -0.3779
C (-1.378, -1.929, 3.323)  -0.2207
P (-2.738, -0.840, 3.067)  0.4613
O (-2.802, -0.154, 1.751)  -0.4327
O (-2.467, 0.347, 4.109)  -0.1890
C (-2.436, 0.180, 5.570)  -0.4448
C (-0.994, 0.193, 6.057)  -0.0458
C (-3.285, 1.265, 6.187)  -0.0455
O (-3.982, -1.704, 3.587)  -0.2070
C (-5.325, -1.151, 3.887)  -0.4094
C (-6.104, -0.952, 2.591)  -0.0329
C (-5.901, -2.178, 4.842)  -0.0365
O (0.170, -3.674, 2.010)  -0.1981
C (1.180, -4.453, 2.746)  -0.4051
C (2.061, -3.481, 3.477)  -0.0478
C (0.563, -5.453, 3.691)  -0.0369
H (-5.062, -5.452, 0.732)  0.1116
H (-3.950, -4.142, 0.115)  0.0757
H (-4.657, -3.958, 1.735)  0.0729
H (-2.350, -5.645, 0.869)  0.1327
H (-3.909, -6.107, 3.419)  0.0959
H (-2.361, -6.885, 3.004)  0.0709
H (-3.856, -7.305, 2.155)  0.0844
H (-0.399, -1.421, 3.337)  0.0968
H (-1.475, -2.493, 4.304)  0.1139
H (-2.896, -0.797, 5.793)  0.1301
H (-0.445, 1.030, 5.580)  0.0996
H (-0.430, -0.739, 5.838)  0.0690
H (-0.988, 0.322, 7.172)  0.1029
H (-2.711, 2.231, 6.193)  0.1061
H (-3.466, 1.085, 7.226)  0.0765
H (-4.237, 1.477, 5.680)  0.0821
H (-5.167, -0.180, 4.375)  0.1243
H (-6.283, -1.946, 2.157)  0.0814
H (-5.526, -0.370, 1.856)  0.0778
H (-7.062, -0.421, 2.804)  0.1041
H (-6.020, -3.141, 4.350)  0.0824
H (-6.895, -1.858, 5.224)  0.1012
H (-5.260, -2.245, 5.730)  0.0829
H (1.693, -4.912, 1.891)  0.1486
H (1.503, -3.003, 4.327)  0.0951
H (2.300, -2.632, 2.824)  0.0826
H (2.951, -3.954, 3.863)  0.0871
H (-0.050, -4.910, 4.397)  0.0804
H (1.280, -6.054, 4.227)  0.0909
H (-0.124, -6.118, 3.131)  0.0819
C (5.309, 3.891, -8.012)  -0.0693
C (4.198, 3.295, -7.204)  -0.7082
O (4.342, 2.353, -6.400)  -0.0322
S (2.600, 4.002, -7.489)  1.0491
C (1.733, 3.220, -6.225)  -0.5468
C (0.675, 2.362, -6.614)  -0.0844
C (-0.029, 1.673, -5.647)  -0.0127
C (0.292, 1.854, -4.267)  -0.2377
C (1.381, 2.659, -3.912)  -0.0368
C (2.136, 3.296, -4.866)  -0.0759
C (-0.525, 1.347, -3.218)  -0.1550
C (-1.279, 0.842, -2.424)  -0.2758
H (5.978, 4.391, -7.322)  0.0876
H (5.014, 4.547, -8.818)  0.0685
H (5.877, 2.995, -8.402)  0.1135
H (0.498, 2.236, -7.687)  0.1096
H (-0.938, 1.133, -5.916)  0.1203
H (1.674, 2.782, -2.865)  0.1236
H (3.017, 3.926, -4.544)  0.1395
C (-0.282, 10.652, -0.423)  -0.0849
C (-0.242, 9.127, -0.225)  -0.7152
O (0.260, 8.273, -0.946)  0.0087
S (-1.011, 8.691, 1.331)  1.0268
C (-0.668, 6.969, 1.094)  -0.5346
C (-1.248, 6.250, 0.056)  -0.0774
C (-1.096, 4.891, 0.064)  -0.0255
C (-0.320, 4.217, 1.008)  -0.2553
C (0.231, 4.982, 2.039)  -0.0270
C (0.049, 6.338, 2.090)  -0.0989
C (-0.167, 2.817, 0.828)  -0.1268
C (-0.162, 1.563, 0.762)  -0.2102
H (-0.158, 10.807, -1.532)  0.0948
H (0.622, 11.115, 0.084)  0.1038
H (-1.228, 11.111, -0.038)  0.0797
H (-1.739, 6.797, -0.751)  0.1244
H (-1.488, 4.274, -0.755)  0.1254
H (0.882, 4.512, 2.763)  0.1164
H (0.387, 6.874, 2.950)  0.1022
C (-0.321, -2.784, -2.361)  0.0125
C (0.815, -2.118, -1.708)  -0.3354
N (0.729, -1.093, -0.864)  -0.0779
C (2.001, -0.800, -0.386)  -0.1086
C (2.902, -1.628, -0.973)  -0.0090
N (2.127, -2.515, -1.789)  0.0108
C (2.686, -3.362, -2.855)  -0.0479
N (3.380, -2.618, -3.926)  -0.0546
N (2.628, -1.938, -4.841)  0.0557
N (3.382, -1.065, -5.445)  0.0887
C (4.680, -1.208, -4.989)  -0.2087
C (5.766, -0.295, -5.106)  0.0012
C (6.862, -0.580, -4.343)  -0.0698
C (6.932, -1.702, -3.422)  -0.0473
C (5.844, -2.556, -3.277)  -0.0397
C (4.708, -2.196, -3.990)  -0.1802
H (-0.678, -2.067, -3.067)  0.0792
H (-1.088, -3.018, -1.589)  0.0784
H (0.067, -3.654, -2.891)  0.0784
H (2.204, 0.042, 0.271)  0.1037
H (3.967, -1.763, -0.815)  0.1219
H (1.843, -3.936, -3.262)  0.1213
H (3.374, -4.048, -2.382)  0.1318
H (5.686, 0.586, -5.764)  0.1011
H (7.736, 0.031, -4.364)  0.0931
H (7.795, -1.928, -2.821)  0.0982
H (5.889, -3.462, -2.704)  0.1029